DFT (the ωB97M-V functional and the def2-TZVPD basis) results for 10 unconnected molecules or ions with the total composition C72H157N7O10.

## Properties
Energy relative to the best compared isomer or geometry (same formula, charge and spin) (kJ/mol): 0.0
Gap between HOMO and LUMO (eV): 8.80
HOMO energy (eV): -8.2241
Lowest unoccupied orbital energy (eV): 0.58
Molar mass (g/mol): 1281.1

Bonds (Å) are listed after each position.
CARTESIAN COORDINATES (ANGSTROEM)
1 C -8.33 4.07 1.24  C2 1.562, H12 1.068, H13 1.171, H14 1.102
2 C -7.12 3.29 0.63  C1 1.562, C3 1.525, N7 1.500, C11 1.520
3 C -7.53 2.39 -0.53  C2 1.525, C4 1.572, H15 1.114, H16 1.094
4 C -6.42 2.08 -1.60  C3 1.572, C5 1.491, H17 1.075, H18 1.031
5 C -5.69 3.30 -2.03  C4 1.491, C6 1.538, H19 1.123, H20 1.110
6 C -5.11 4.12 -0.87  C5 1.538, N7 1.478, C9 1.617, C10 1.515
7 N -6.24 4.36 0.04  C2 1.500, C6 1.478, O8 1.480
8 O -5.71 5.05 1.23  N7 1.480, H30 0.970
9 C -3.96 3.29 -0.08  C6 1.617, H21 1.067, H22 1.083, H23 1.153
10 C -4.57 5.38 -1.52  C6 1.515, H24 1.089, H25 1.135, H26 1.082
11 C -6.54 2.36 1.69  C2 1.520, H27 1.120, H28 1.104, H29 1.101
12 H -8.59 4.97 0.72  C1 1.068
13 H -8.05 4.43 2.32  C1 1.171
14 H -9.22 3.45 1.38  C1 1.102
15 H -7.88 1.49 0.02  C3 1.114
16 H -8.42 2.82 -1.00  C3 1.094
17 H -6.85 1.58 -2.45  C4 1.075
18 H -5.80 1.33 -1.26  C4 1.031
19 H -6.44 3.97 -2.54  C5 1.123
20 H -4.81 3.02 -2.65  C5 1.110
21 H -3.05 3.37 -0.62  C9 1.067
22 H -3.87 3.73 0.90  C9 1.083
23 H -4.27 2.18 -0.02  C9 1.153
24 H -5.33 6.11 -1.82  C10 1.089
25 H -3.75 5.88 -0.92  C10 1.135
26 H -4.07 5.14 -2.45  C10 1.082
27 H -5.85 3.00 2.30  C11 1.120
28 H -5.91 1.59 1.20  C11 1.104
29 H -7.22 1.86 2.39  C11 1.101
30 H -6.23 5.87 1.26  O8 0.970
31 C -5.07 -0.55 -4.56  C32 1.557, H42 1.099, H43 1.140, H44 1.103
32 C -3.53 -0.75 -4.63  C31 1.557, C33 1.511, N37 1.512, C41 1.519
33 C -3.11 -1.34 -5.96  C32 1.511, C34 1.508, H45 1.102, H46 1.149
34 C -3.24 -0.42 -7.15  C33 1.508, C35 1.549, H47 1.106, H48 1.050
35 C -2.35 0.82 -6.92  C34 1.549, C36 1.596, H49 1.098, H50 1.103
36 C -2.69 1.56 -5.55  C35 1.596, N37 1.491, C39 1.520, C40 1.538
37 N -2.66 0.48 -4.52  C32 1.512, C36 1.491, O38 1.419
38 O -2.99 1.04 -3.26  N37 1.419, H60 0.972
39 C -1.65 2.62 -5.25  C36 1.520, H51 1.147, H52 1.113, H53 1.056
40 C -4.10 2.14 -5.74  C36 1.538, H54 1.064, H55 1.092, H56 1.089
41 C -3.03 -1.70 -3.55  C32 1.519, H57 1.112, H58 1.090, H59 1.057
42 H -5.48 0.28 -3.96  C31 1.099
43 H -5.66 -1.48 -4.25  C31 1.140
44 H -5.50 -0.34 -5.55  C31 1.103
45 H -2.09 -1.75 -5.93  C33 1.102
46 H -3.88 -2.16 -6.18  C33 1.149
47 H -4.27 -0.06 -7.28  C34 1.106
48 H -2.94 -0.88 -8.05  C34 1.050
49 H -2.51 1.59 -7.68  C35 1.098
50 H -1.28 0.53 -6.96  C35 1.103
51 H -0.57 2.23 -5.22  C39 1.147
52 H -1.65 3.43 -6.02  C39 1.113
53 H -1.90 3.06 -4.33  C39 1.056
54 H -4.49 2.52 -4.83  C40 1.064
55 H -4.00 2.91 -6.51  C40 1.092
56 H -4.82 1.42 -6.14  C40 1.089
57 H -3.28 -1.39 -2.52  C41 1.112
58 H -1.96 -1.88 -3.72  C41 1.090
59 H -3.53 -2.63 -3.57  C41 1.057
60 H -2.11 1.15 -2.87  O38 0.972
61 C 3.74 -6.89 2.69  C62 1.554, H72 1.110, H73 1.111, H74 1.103
62 C 3.63 -5.34 2.75  C61 1.554, C63 1.477, N67 1.504, C71 1.511
63 C 2.22 -4.91 2.80  C62 1.477, C64 1.510, H75 1.094, H76 1.081
64 C 1.49 -5.09 4.11  C63 1.510, C65 1.486, H77 1.098, H78 1.098
65 C 2.21 -4.52 5.28  C64 1.486, C66 1.533, H79 1.119, H80 1.088
66 C 3.70 -4.87 5.27  C65 1.533, N67 1.448, C69 1.586, C70 1.594
67 N 4.27 -4.70 3.95  C62 1.504, C66 1.448, O68 1.448
68 O 5.65 -5.14 4.02  N67 1.448, H90 0.956
69 C 4.40 -3.87 6.28  C66 1.586, H81 1.115, H82 1.116, H83 1.068
70 C 3.94 -6.30 5.93  C66 1.594, H84 1.089, H85 1.114, H86 1.088
71 C 4.26 -4.70 1.53  C62 1.511, H87 1.060, H88 1.158, H89 1.126
72 H 3.59 -7.30 1.67  C61 1.110
73 H 3.00 -7.43 3.31  C61 1.111
74 H 4.77 -7.07 3.05  C61 1.103
75 H 2.23 -3.87 2.46  C63 1.094
76 H 1.65 -5.40 2.02  C63 1.081
77 H 1.17 -6.13 4.27  C64 1.098
78 H 0.55 -4.53 3.99  C64 1.098
79 H 1.76 -4.87 6.24  C65 1.119
80 H 2.23 -3.43 5.28  C65 1.088
81 H 4.29 -2.82 5.90  C69 1.115
82 H 3.91 -3.87 7.28  C69 1.116
83 H 5.45 -4.09 6.32  C69 1.068
84 H 4.97 -6.64 5.85  C70 1.089
85 H 3.74 -6.19 7.02  C70 1.114
86 H 3.31 -7.10 5.56  C70 1.088
87 H 3.78 -5.04 0.65  C71 1.060
88 H 5.37 -5.03 1.51  C71 1.158
89 H 4.19 -3.58 1.55  C71 1.126
90 H 6.13 -4.32 3.94  O68 0.956
91 C 1.61 4.01 -2.71  C92 1.544, H102 1.082, H103 1.086, H104 1.126
92 C 1.81 4.60 -1.30  C91 1.544, C93 1.581, N97 1.507, C101 1.516
93 C 2.46 6.02 -1.52  C92 1.581, C94 1.512, H105 1.122, H106 1.107
94 C 1.48 7.02 -2.09  C93 1.512, C95 1.565, H107 1.108, H108 1.109
95 C 0.27 7.07 -1.09  C94 1.565, C96 1.542, H109 1.106, H110 1.083
96 C -0.48 5.75 -0.82  C95 1.542, N97 1.508, C99 1.529, C100 1.569
97 N 0.54 4.68 -0.50  C92 1.507, C96 1.508, O98 1.385
98 O -0.20 3.52 -0.33  N97 1.385, H120 0.982
99 C -1.40 5.89 0.39  C96 1.529, H111 1.087, H112 1.114, H113 1.095
100 C -1.30 5.43 -2.12  C96 1.569, H114 1.127, H115 1.142, H116 1.082
101 C 2.83 3.74 -0.57  C92 1.516, H117 1.065, H118 1.119, H119 1.077
102 H 2.43 4.20 -3.39  C91 1.082
103 H 0.75 4.47 -3.19  C91 1.086
104 H 1.50 2.89 -2.81  C91 1.126
105 H 2.93 6.40 -0.57  C93 1.122
106 H 3.29 5.80 -2.21  C93 1.107
107 H 1.18 6.71 -3.11  C94 1.108
108 H 1.92 8.03 -2.07  C94 1.109
109 H -0.44 7.83 -1.46  C95 1.106
110 H 0.75 7.47 -0.21  C95 1.083
111 H -0.82 5.94 1.31  C99 1.087
112 H -1.99 6.83 0.27  C99 1.114
113 H -2.10 5.05 0.46  C99 1.095
114 H -2.13 6.18 -2.01  C100 1.127
115 H -0.74 5.71 -3.08  C100 1.142
116 H -1.73 4.44 -2.18  C100 1.082
117 H 3.73 3.76 -1.14  C101 1.065
118 H 2.48 2.72 -0.27  C101 1.119
119 H 3.10 4.26 0.34  C101 1.077
120 H -0.28 2.88 -1.07  O98 0.982
121 C 7.60 -1.65 2.05  C122 1.543, H132 1.081, H133 1.101, H134 1.115
122 C 6.68 -0.48 2.45  C121 1.543, C123 1.579, N127 1.531, C131 1.526
123 C 6.57 0.52 1.23  C122 1.579, C124 1.522, H135 1.073, H136 1.066
124 C 5.55 1.64 1.43  C123 1.522, C125 1.509, H137 1.109, H138 1.081
125 C 4.19 1.00 1.57  C124 1.509, C126 1.527, H139 1.082, H140 1.076
126 C 4.10 0.01 2.72  C125 1.527, N127 1.504, C129 1.535, C130 1.580
127 N 5.23 -0.97 2.55  C122 1.531, C126 1.504, O128 1.417
128 O 5.15 -1.72 3.75  N127 1.417, H150 0.952
129 C 4.08 0.84 4.01  C126 1.535, H141 1.055, H142 1.041, H143 1.086
130 C 2.76 -0.80 2.55  C126 1.580, H144 1.066, H145 1.070, H146 1.079
131 C 7.17 0.16 3.74  C122 1.526, H147 1.082, H148 1.114, H149 1.090
132 H 7.22 -2.30 1.27  C121 1.081
133 H 7.80 -2.19 2.98  C121 1.101
134 H 8.51 -1.10 1.69  C121 1.115
135 H 7.57 0.90 1.10  C123 1.073
136 H 6.26 0.00 0.36  C123 1.066
137 H 5.44 2.34 0.58  C124 1.109
138 H 5.79 2.32 2.23  C124 1.081
139 H 3.91 0.57 0.62  C125 1.082
140 H 3.47 1.77 1.78  C125 1.076
141 H 3.98 0.19 4.84  C129 1.055
142 H 4.96 1.37 4.18  C129 1.041
143 H 3.22 1.50 3.95  C129 1.086
144 H 2.84 -1.46 1.72  C130 1.066
145 H 2.63 -1.39 3.43  C130 1.070
146 H 1.95 -0.09 2.49  C130 1.079
147 H 7.06 1.23 3.74  C131 1.082
148 H 8.26 0.08 3.97  C131 1.114
149 H 6.66 -0.26 4.61  C131 1.090
150 H 4.69 -2.54 3.59  O128 0.952
151 C -0.75 -0.96 3.74  C152 1.500, H162 1.112, H163 1.103, H164 1.144
152 C -2.00 -1.79 3.84  C151 1.500, C153 1.570, N157 1.473, C161 1.528
153 C -3.23 -0.85 4.10  C152 1.570, C154 1.526, H165 1.133, H166 1.053
154 C -4.51 -1.66 3.90  C153 1.526, C155 1.474, H167 1.110, H168 1.070
155 C -4.65 -2.18 2.53  C154 1.474, C156 1.531, H169 1.140, H170 1.088
156 C -3.50 -3.15 2.19  C155 1.531, N157 1.529, C159 1.525, C160 1.546
157 N -2.22 -2.38 2.51  C152 1.473, C156 1.529, O158 1.413
158 O -1.18 -3.32 2.32  N157 1.413, H180 0.969
159 C -3.60 -4.42 3.02  C156 1.525, H171 1.114, H172 1.155, H173 1.089
160 C -3.38 -3.49 0.69  C156 1.546, H174 1.103, H175 1.093, H176 1.118
161 C -1.77 -2.72 5.03  C152 1.528, H177 1.070, H178 1.119, H179 1.074
162 H -0.42 -0.52 4.71  C151 1.112
163 H -0.83 -0.17 2.98  C151 1.103
164 H 0.05 -1.71 3.43  C151 1.144
165 H -3.12 -0.30 5.08  C153 1.133
166 H -3.21 -0.10 3.36  C153 1.053
167 H -5.41 -1.08 4.21  C154 1.110
168 H -4.39 -2.45 4.61  C154 1.070
169 H -4.68 -1.38 1.72  C155 1.140
170 H -5.57 -2.73 2.36  C155 1.088
171 H -3.75 -4.30 4.12  C159 1.114
172 H -4.50 -4.99 2.58  C159 1.155
173 H -2.77 -5.11 2.87  C159 1.089
174 H -3.56 -2.62 0.03  C160 1.103
175 H -2.42 -3.93 0.44  C160 1.093
176 H -4.22 -4.16 0.37  C160 1.118
177 H -1.05 -3.46 4.75  C161 1.070
178 H -2.73 -3.24 5.28  C161 1.119
179 H -1.53 -2.16 5.91  C161 1.074
180 H -0.64 -2.81 1.71  O158 0.969
181 C 1.76 0.31 -5.11  C182 1.562, H192 1.122, H193 1.119, H194 1.057
182 C 2.06 -1.21 -4.91  C181 1.562, C183 1.513, N187 1.515, C191 1.592
183 C 3.27 -1.56 -5.75  C182 1.513, C184 1.507, H195 1.082, H196 1.070
184 C 4.57 -1.08 -5.18  C183 1.507, C185 1.534, H197 1.065, H198 1.115
185 C 4.68 -1.70 -3.78  C184 1.534, C186 1.539, H199 1.121, H200 1.071
186 C 3.53 -1.29 -2.84  C185 1.539, N187 1.475, C189 1.478, C190 1.595
187 N 2.28 -1.71 -3.50  C182 1.515, C186 1.475, O188 1.462
188 O 1.22 -1.17 -2.65  N187 1.462, H210 0.951
189 C 3.60 -1.94 -1.51  C186 1.478, H201 1.114, H202 1.127, H203 1.100
190 C 3.66 0.28 -2.60  C186 1.595, H204 1.145, H205 1.083, H206 1.108
191 C 0.81 -2.07 -5.40  C182 1.592, H207 1.100, H208 1.025, H209 1.143
192 H 0.73 0.58 -4.75  C181 1.122
193 H 1.63 0.55 -6.20  C181 1.119
194 H 2.53 0.87 -4.65  C181 1.057
195 H 3.28 -2.63 -5.91  C183 1.082
196 H 3.11 -1.18 -6.74  C183 1.070
197 H 4.62 -0.01 -5.20  C184 1.065
198 H 5.47 -1.36 -5.77  C184 1.115
199 H 5.58 -1.32 -3.22  C185 1.121
200 H 4.80 -2.76 -3.82  C185 1.071
201 H 4.65 -1.77 -1.17  C189 1.114
202 H 2.88 -1.46 -0.80  C189 1.127
203 H 3.48 -3.03 -1.50  C189 1.100
204 H 4.21 0.40 -1.60  C190 1.145
205 H 4.22 0.82 -3.35  C190 1.083
206 H 2.67 0.74 -2.42  C190 1.108
207 H -0.09 -1.70 -4.89  C191 1.100
208 H 0.88 -3.05 -5.10  C191 1.025
209 H 0.69 -2.02 -6.53  C191 1.143
210 H 0.94 -1.81 -2.00  O188 0.951
211 C -1.57 3.13 3.47  C212 1.520, H215 1.099, H216 1.072, H217 1.147
212 C -0.13 3.61 3.34  C211 1.520, C213 1.492, O214 1.390, H218 1.149
213 C 0.63 3.69 4.62  C212 1.492, H219 1.094, H220 1.107, H221 1.090
214 O 0.56 2.87 2.40  C212 1.390, H222 0.956
215 H -2.26 3.78 4.03  C211 1.099
216 H -1.59 2.20 4.02  C211 1.072
217 H -2.00 2.87 2.44  C211 1.147
218 H -0.27 4.69 2.95  C212 1.149
219 H 0.14 4.30 5.38  C213 1.094
220 H 1.55 4.27 4.42  C213 1.107
221 H 0.87 2.69 5.00  C213 1.090
222 H 0.36 3.24 1.54  O214 0.956
223 C -0.44 -5.31 0.11  C224 1.537, H227 1.094, H228 1.128, H229 1.041
224 C 0.61 -4.41 -0.55  C223 1.537, C225 1.534, O226 1.452, H230 1.062
225 C 1.03 -4.95 -1.92  C224 1.534, H231 1.112, H232 1.065, H233 1.065
226 O 0.04 -3.08 -0.58  C224 1.452, H234 0.948
227 H 0.00 -6.31 0.11  C223 1.094
228 H -1.35 -5.31 -0.56  C223 1.128
229 H -0.71 -5.08 1.09  C223 1.041
230 H 1.49 -4.25 0.02  C224 1.062
231 H 1.56 -5.91 -1.74  C225 1.112
232 H 1.72 -4.27 -2.35  C225 1.065
233 H 0.19 -5.16 -2.54  C225 1.065
234 H -0.77 -3.13 -1.08  O226 0.948
235 C 0.13 0.05 0.14  C236 1.488, H239 1.098, H240 1.116, H241 1.063
236 C -0.94 0.07 -0.89  C235 1.488, C237 1.491, O238 1.477, H242 1.104
237 C -2.27 0.44 -0.32  C236 1.491, H243 1.074, H244 1.067, H245 1.114
238 O -0.61 1.10 -1.90  C236 1.477, H246 0.968
239 H 1.13 0.10 -0.29  C235 1.098
240 H -0.05 -0.81 0.83  C235 1.116
241 H 0.03 0.97 0.68  C235 1.063
242 H -0.93 -0.90 -1.43  C236 1.104
243 H -2.52 -0.28 0.43  C237 1.074
244 H -3.02 0.63 -1.05  C237 1.067
245 H -2.13 1.40 0.23  C237 1.114
246 H 0.15 0.85 -2.43  O238 0.968